The following is a quantum chemistry calculation of a cluster of 2 separate species, HIN4 in total at a distorted geometry, from the OMol25 dataset.

The value obtained for the HOMO energy (spin up / spin down) is -0.340 / -0.338 Eh. Its HOMO-LUMO gap (spin up / spin down) is 8.02 / 7.99 eV. The calculation puts the total energy at -517.1022 Eh. The relative energy (zero: lowest compared OMol25 entry of this formula, charge and spin) is 463.7 kJ/mol.

```
6
Properties=species:S:1:pos:R:3:lowdin_charge:R:1
N 0.229 0.288 0.542 0.089
N -0.745 0.952 0.617 -0.333
N -1.577 1.674 0.469 0.162
N -3.637 1.013 -1.040 -0.666
I -4.395 -0.324 0.073 0.666
H 0.092 -0.604 1.017 0.081
```

The following is a quantum chemistry calculation of a structure of composition C27H21BCo2F6O8S at a distorted geometry, from the OMol25 dataset.

The value obtained for the HOMO energy is -0.285 Eh. Its HOMO-LUMO gap is 5.79 eV. The calculation puts the total energy at -5430.8888 Eh. The relative energy (zero: lowest compared OMol25 entry of this formula, charge and spin) is 299.4 kJ/mol.

```
66
Properties=species:S:1:pos:R:3:lowdin_charge:R:1
C -2.518 -3.075 -4.845 -0.114
C -1.728 -2.091 -3.993 -0.533
C -1.198 -0.878 -4.371 -0.159
C -0.546 -0.132 -3.293 -0.160
C -0.249 -0.907 -2.120 -0.349
B -0.936 -0.897 0.601 -0.574
C -1.943 0.277 0.512 -0.023
C -3.303 -0.087 0.562 0.080
C -4.183 0.834 1.079 -0.090
C -5.548 0.382 1.515 -0.501
F -6.459 1.394 1.410 0.122
F -5.997 -0.669 0.760 0.120
F -5.549 -0.036 2.827 0.121
C -3.793 2.159 1.250 0.087
C -2.479 2.531 0.972 -0.092
C -2.043 3.956 1.052 -0.514
F -0.729 4.070 1.436 0.114
F -2.147 4.560 -0.176 0.125
F -2.781 4.671 1.936 0.135
C -1.528 1.601 0.633 0.051
O -1.528 -2.183 0.406 -0.076
C -0.947 -3.142 1.323 -0.098
C 0.580 -3.188 1.191 -0.527
C 1.092 -3.949 2.385 -0.048
C 0.988 -3.793 -0.145 -0.016
C 1.166 -1.788 1.417 -0.095
O 0.468 -0.844 0.593 -0.013
S -1.384 -2.335 -2.231 1.033
H -2.318 -2.809 -5.916 0.081
H -2.261 -4.160 -4.727 0.080
H -3.631 -2.986 -4.732 0.083
H -1.259 -0.575 -5.430 0.111
H -0.267 0.912 -3.474 0.107
H -3.617 -1.104 0.320 0.142
H -4.496 2.883 1.625 0.136
H -0.476 1.873 0.515 0.114
H -1.234 -2.780 2.324 0.145
H -1.422 -4.106 1.091 0.149
H 2.192 -3.971 2.397 0.101
H 0.759 -3.413 3.289 0.095
H 0.686 -4.966 2.413 0.098
H 2.083 -3.885 -0.189 0.098
H 0.544 -4.797 -0.221 0.100
H 0.637 -3.183 -0.991 0.032
H 0.946 -1.412 2.428 0.134
H 2.255 -1.758 1.234 0.130
O 3.785 5.705 -1.656 0.147
C 3.954 4.781 -0.971 -0.126
Co 4.220 3.388 0.105 0.037
C 5.275 2.360 -0.871 -0.115
O 5.968 1.681 -1.510 0.140
C 5.457 4.383 0.939 -0.140
O 6.259 4.997 1.509 0.157
C 2.269 2.568 -0.286 -0.141
C 1.748 1.327 -0.410 -0.173
C 0.866 0.524 -1.077 0.011
Co 2.900 1.507 1.050 0.050
C 3.909 0.173 0.565 -0.144
O 4.503 -0.755 0.202 0.141
C 1.861 1.327 2.469 -0.090
O 1.069 1.219 3.319 0.126
C 4.324 2.294 2.055 -0.204
O 4.972 2.321 3.001 0.136
H 1.692 3.502 -0.285 0.079
H 1.178 -0.436 -1.504 0.097
H -0.110 0.926 -1.290 0.071
```

The following is a quantum chemistry calculation of a cluster of 9 separate species, C19H54N4O9 in total at a distorted geometry, from the OMol25 dataset.

The SMILES is CC1(C)CCCC(C)(C)N1O.CC1(C)CCCC(C)(C)N1O.NC(N)=O.O.O.O.O.O.O. The value obtained for the HOMO energy is -0.289 Eh. Its HOMO-LUMO gap is 8.07 eV. The calculation puts the total energy at -1652.3331 Eh.

```
86
Properties=species:S:1:pos:R:3:lowdin_charge:R:1
C 6.033 1.303 1.505 -0.046
C 4.772 0.658 1.995 -0.443
C 4.988 -0.869 2.201 -0.042
C 4.426 1.145 3.463 -0.112
C 3.610 2.459 3.622 -0.197
C 2.484 2.457 2.656 -0.145
C 2.796 2.108 1.127 -0.439
C 1.372 1.753 0.471 -0.027
C 3.288 3.441 0.460 -0.029
N 3.647 0.950 1.006 -0.168
O 3.861 0.634 -0.244 0.009
H 6.930 0.984 2.035 0.093
H 6.208 1.013 0.468 0.073
H 5.915 2.380 1.386 0.079
H 3.992 -1.313 2.213 0.079
H 5.409 -1.383 1.337 0.076
H 5.564 -1.189 3.069 0.085
H 3.842 0.345 3.919 0.108
H 5.212 1.427 4.162 0.116
H 3.339 2.467 4.678 0.110
H 4.134 3.410 3.529 0.107
H 2.084 3.458 2.496 0.104
H 1.679 1.797 2.980 0.099
H 1.271 1.928 -0.601 0.075
H 0.585 2.380 0.890 0.072
H 1.057 0.729 0.670 0.053
H 3.467 3.325 -0.609 0.078
H 4.135 3.834 1.023 0.069
H 2.508 4.184 0.632 0.078
H 4.462 1.242 -0.680 0.095
C -1.432 -0.134 0.850 -0.055
C -1.536 -1.050 2.047 -0.444
C -0.205 -0.950 2.918 -0.018
C -2.567 -0.468 3.029 -0.182
C -3.978 -0.628 2.547 -0.174
C -4.304 -2.173 2.529 -0.139
C -3.432 -3.044 1.678 -0.427
C -3.337 -4.491 2.237 -0.041
C -3.931 -3.103 0.174 -0.019
N -1.992 -2.438 1.709 -0.123
O -1.040 -3.171 1.118 -0.009
H -1.206 0.930 0.925 0.075
H -0.708 -0.492 0.117 0.068
H -2.302 -0.063 0.197 0.066
H 0.527 -1.508 2.334 0.067
H 0.319 -0.001 3.039 0.061
H -0.222 -1.515 3.850 0.081
H -2.558 -0.985 3.988 0.120
H -2.394 0.594 3.206 0.124
H -4.580 -0.247 3.371 0.103
H -4.277 0.028 1.730 0.107
H -5.362 -2.293 2.295 0.113
H -4.433 -2.462 3.572 0.114
H -4.214 -5.137 2.216 0.081
H -2.932 -4.459 3.248 0.083
H -2.633 -5.137 1.712 0.071
H -4.949 -3.489 0.131 0.077
H -3.268 -3.734 -0.419 0.065
H -4.051 -2.100 -0.235 0.071
H -1.082 -3.023 0.170 0.090
N -0.518 2.575 -5.237 0.187
C 0.306 1.734 -5.611 -0.860
N 0.359 1.672 -6.874 0.181
O 1.079 1.179 -4.817 0.009
H -0.735 2.677 -4.255 0.116
H -1.278 2.539 -5.900 0.121
H 1.047 1.028 -7.239 0.134
H -0.106 2.403 -7.393 0.124
O -3.360 -1.101 -4.885 -0.044
H -3.238 -0.334 -5.444 0.049
H -3.718 -0.749 -4.070 -0.003
O -3.788 0.480 -2.525 -0.044
H -2.900 0.548 -2.176 -0.020
H -3.993 1.362 -2.834 0.049
O 0.032 -1.810 -5.849 -0.056
H -0.601 -2.315 -5.339 -0.003
H 0.820 -1.794 -5.305 0.030
O -1.558 -2.506 -3.210 -0.036
H -2.396 -2.238 -3.587 0.014
H -1.759 -3.307 -2.725 0.056
O -0.964 0.115 -2.559 -0.048
H -0.026 0.291 -2.475 0.052
H -1.011 -0.792 -2.861 -0.001
O -2.047 2.935 -1.886 -0.041
H -1.923 1.987 -1.863 -0.025
H -2.714 3.106 -1.221 0.043
```

The following is a quantum chemistry calculation of a cluster of 3 separate species, C36H50BrClF7O13PS4 in total at a distorted geometry, from the OMol25 dataset.

The SMILES is COCCCCCCCCCc1c(Br)c(CCCCS(=O)(=O)Cl)c(S(=O)(=O)C(F)(F)C(F)(F)C(F)(F)F)c2c1C(=O)C(P(C)O)=C(O)C2=O.O=S1(=O)CCCC1.O=S1(=O)CCCC1. The value obtained for the HOMO energy is -0.331 Eh. Its HOMO-LUMO gap is 7.58 eV. The calculation puts the total energy at -8047.1817 Eh.

```
113
Properties=species:S:1:pos:R:3:lowdin_charge:R:1
C -2.647 -1.703 11.775 -0.113
O -3.607 -1.589 10.745 -0.183
C -3.728 -0.257 10.305 -0.269
C -4.947 -0.095 9.426 -0.177
C -4.756 -0.673 8.019 -0.199
C -4.452 0.384 6.943 -0.214
C -5.043 -0.010 5.589 -0.222
C -4.533 0.917 4.490 -0.223
C -5.234 0.691 3.136 -0.187
C -4.366 -0.016 2.088 -0.190
C -3.728 0.937 1.033 -0.175
C -2.270 0.670 0.813 -0.150
C -1.871 -0.432 0.029 -0.472
Br -3.229 -1.552 -0.674 0.952
C -0.521 -0.732 -0.256 -0.179
C -0.226 -1.950 -1.113 -0.180
C -0.587 -1.755 -2.610 -0.190
C 0.620 -1.918 -3.559 -0.204
C 1.148 -0.573 -4.076 -0.290
S 0.550 -0.151 -5.687 0.341
O 1.261 1.011 -6.126 -0.347
O 0.574 -1.306 -6.522 -0.323
Cl -1.377 0.438 -5.404 0.430
C 0.478 0.132 0.268 -0.121
S 2.194 -0.085 -0.187 0.807
O 2.233 -0.665 -1.503 -0.272
O 2.954 1.112 -0.059 -0.229
C 2.832 -1.378 0.988 -0.462
F 3.421 -0.830 2.039 0.165
F 1.743 -2.053 1.420 0.126
C 3.777 -2.440 0.365 -0.371
F 3.182 -3.077 -0.644 0.161
F 3.979 -3.350 1.338 0.162
C 5.179 -1.902 -0.069 -0.568
F 5.593 -2.563 -1.137 0.197
F 6.048 -2.064 0.911 0.202
F 5.119 -0.612 -0.364 0.186
C 0.108 1.198 1.119 -0.030
C -1.246 1.466 1.357 -0.008
C -1.577 2.666 2.205 -0.313
O -2.554 2.713 2.900 0.111
C -0.632 3.789 2.122 -0.217
P -1.099 5.550 2.316 0.907
C -1.242 6.021 0.539 -0.237
O -2.609 5.561 2.925 -0.305
C 0.661 3.518 1.917 -0.270
O 1.634 4.437 1.826 0.084
C 1.078 2.091 1.835 -0.281
O 2.060 1.707 2.387 0.176
H -2.479 -2.761 11.947 0.085
H -1.721 -1.204 11.489 0.085
H -3.015 -1.266 12.706 0.085
H -3.809 0.429 11.157 0.120
H -2.836 0.041 9.739 0.127
H -5.810 -0.534 9.920 0.113
H -5.130 0.977 9.366 0.106
H -5.642 -1.240 7.744 0.106
H -3.928 -1.381 8.030 0.112
H -4.890 1.332 7.253 0.107
H -3.376 0.500 6.833 0.113
H -6.127 0.042 5.645 0.115
H -4.707 -1.025 5.376 0.119
H -4.682 1.941 4.826 0.110
H -3.463 0.792 4.358 0.097
H -5.515 1.666 2.738 0.104
H -6.164 0.150 3.289 0.104
H -3.579 -0.588 2.576 0.116
H -4.991 -0.733 1.565 0.079
H -4.274 0.813 0.104 0.089
H -3.897 1.958 1.339 0.095
H 0.792 -2.278 -1.010 0.074
H -0.848 -2.743 -0.711 0.089
H -1.306 -2.522 -2.873 0.101
H -1.057 -0.789 -2.764 0.079
H 0.287 -2.515 -4.405 0.088
H 1.416 -2.461 -3.068 0.106
H 0.839 0.231 -3.416 0.093
H 2.231 -0.551 -4.109 0.106
H -1.009 5.177 -0.104 0.040
H -2.216 6.447 0.319 0.040
H -0.500 6.789 0.351 0.031
H -3.214 4.936 2.506 0.051
H 1.558 5.074 2.553 0.111
O 3.191 5.562 -4.423 -0.324
S 3.829 5.070 -5.618 0.663
O 3.823 5.842 -6.834 -0.326
C 5.512 4.607 -5.214 -0.233
C 5.405 3.148 -4.782 -0.220
C 4.453 2.482 -5.785 -0.212
C 3.240 3.404 -5.947 -0.233
H 5.890 5.269 -4.438 0.106
H 6.108 4.712 -6.120 0.106
H 6.381 2.665 -4.767 0.113
H 4.984 3.088 -3.776 0.119
H 4.958 2.365 -6.746 0.118
H 4.143 1.492 -5.456 0.103
H 2.824 3.370 -6.950 0.103
H 2.463 3.178 -5.221 0.091
O 0.202 -5.017 -8.020 -0.311
S 0.928 -5.191 -6.790 0.659
O 0.267 -5.091 -5.512 -0.330
C 1.831 -6.735 -6.876 -0.231
C 3.168 -6.353 -7.504 -0.221
C 3.592 -5.044 -6.823 -0.212
C 2.370 -4.116 -6.810 -0.223
H 1.259 -7.451 -7.461 0.107
H 1.958 -7.098 -5.857 0.106
H 3.909 -7.139 -7.369 0.114
H 3.042 -6.189 -8.576 0.119
H 3.908 -5.253 -5.799 0.115
H 4.431 -4.576 -7.335 0.113
H 2.338 -3.478 -5.931 0.086
H 2.309 -3.506 -7.708 0.107
```

The following is a quantum chemistry calculation of a structure of composition C19H21F2N3S at a distorted geometry, from the OMol25 dataset.

The value obtained for the HOMO energy is -0.281 Eh. Its HOMO-LUMO gap is 7.75 eV. The calculation puts the total energy at -1498.2253 Eh. The relative energy (zero: lowest compared OMol25 entry of this formula, charge and spin) is 1523.3 kJ/mol.

```
46
Properties=species:S:1:pos:R:3:lowdin_charge:R:1
F -1.634 -3.195 6.384 0.091
C -1.417 -2.252 5.515 -0.235
C -2.259 -2.316 4.338 0.042
C -1.855 -1.312 3.268 0.075
C -0.789 -0.196 3.453 -0.222
C 0.003 -0.389 4.511 -0.094
C -0.167 -1.359 5.480 0.032
H 0.100 -1.233 6.463 0.067
H 0.625 0.384 4.621 0.087
C -0.490 0.612 2.337 -0.270
N 0.757 0.427 1.851 -0.182
C 1.307 1.749 1.170 -0.199
C 1.066 2.101 -0.098 -0.117
C 1.218 0.617 -1.072 -0.110
N 0.248 -0.244 -0.807 -0.162
C -0.849 -0.344 -1.348 -0.829
S -2.098 -1.004 -0.510 0.737
N -1.134 0.517 -2.381 0.046
C -0.712 0.555 -3.497 -0.326
C 0.450 -0.443 -3.988 0.041
C 0.990 -0.161 -5.201 -0.124
C 0.681 0.598 -6.202 -0.333
C -0.403 1.548 -5.768 -0.036
C -0.887 1.416 -4.587 -0.090
H -2.016 2.366 -4.246 0.204
H -0.666 2.388 -6.366 0.104
F 1.403 0.933 -7.196 0.131
H 1.645 -1.024 -5.452 0.139
H 0.791 -1.172 -3.333 0.075
H -2.143 0.745 -2.362 0.151
C 0.525 -1.342 0.206 -0.096
H 1.251 -1.962 -0.227 0.090
C 1.337 -0.776 1.473 -0.153
H 1.341 -1.378 2.265 0.068
H 2.490 -0.585 1.236 0.146
H -0.429 -1.951 0.516 0.075
H 1.124 1.133 -2.070 0.119
H 2.407 0.079 -0.905 0.208
H -0.103 2.104 -0.242 0.161
H 1.494 2.659 -0.724 0.032
H 1.299 2.473 1.945 0.100
H 2.621 1.410 1.128 0.187
H -1.109 0.431 1.338 0.112
H -0.589 1.663 2.646 0.144
H -2.508 -1.303 2.181 0.114
H -2.915 -2.967 4.254 0.002
```